No. 1
{
  "formula": "C22H31BeBrClCsF5KN5O7",
  "method": "ωB97M-V/def2-TZVPD",
  "elements": ["Cs", "Br", "K", "Cl", "F", "F", "F", "F", "F", "O", "O", "O", "O", "O", "O", "O", "N", "N", "N", "N", "N", "C", "C", "C", "C", "C", "C", "C", "C", "C", "C", "C", "C", "C", "C", "C", "C", "C", "C", "C", "C", "C", "C", "Be", "H", "H", "H", "H", "H", "H", "H", "H", "H", "H", "H", "H", "H", "H", "H", "H", "H", "H", "H", "H", "H", "H", "H", "H", "H", "H", "H", "H", "H", "H", "H"],
  "coordinates": [[2.459, -1.911, 3.102], [-1.775, 4.172, -0.523], [8.876, -4.786, 0.635], [5.030, -7.599, -3.198], [11.316, -3.633, -5.077], [-4.142, 5.437, 0.626], [-3.444, 4.373, 3.735], [-4.395, 6.331, 2.561], [-2.672, 3.817, 1.788], [6.160, -4.138, -1.089], [7.502, -2.673, -3.269], [11.297, -2.077, -3.431], [11.228, -0.221, -4.650], [-10.792, 4.430, -1.376], [11.481, -0.080, -2.424], [-7.707, -1.185, 2.809], [-8.146, 5.836, 0.810], [-3.550, -0.699, 1.628], [-5.988, -2.272, 1.812], [-6.642, 3.954, 2.331], [-8.035, -3.303, 2.074], [-10.691, 3.416, 1.778], [11.346, -0.733, -3.429], [-7.976, 3.818, 2.133], [-3.831, 4.044, 2.496], [10.768, -2.458, -4.707], [6.239, -2.175, -3.704], [-8.632, 2.716, 2.704], [11.226, -1.317, -5.585], [-8.698, 4.744, 1.387], [7.743, -2.486, -1.896], [-6.864, 5.910, 0.990], [-6.118, 4.984, 1.740], [-4.636, 5.210, 1.852], [-2.595, -0.069, 1.705], [-10.077, 4.525, 1.237], [5.875, -5.237, -2.035], [-7.267, -2.190, 2.264], [7.502, -3.768, -1.112], [-0.149, -0.165, 2.074], [-0.203, -0.946, 3.386], [-9.973, 2.501, 2.522], [-1.375, 0.719, 1.853], [12.844, 1.308, -1.989], [-8.052, 2.025, 3.289], [12.235, -1.472, -5.967], [-4.352, 3.096, 2.526], [-10.393, 1.621, 2.972], [7.786, -3.591, -0.076], [-11.746, 3.257, 1.630], [8.798, -2.195, -1.795], [0.740, 0.475, 2.077], [-9.946, 4.906, -1.297], [6.256, -1.081, -3.733], [-7.701, -4.137, 1.631], [5.431, -2.517, -3.057], [4.803, -5.320, -2.127], [10.556, -1.121, -6.416], [-6.341, 6.740, 0.541], [6.266, -6.169, -1.640], [6.066, -2.552, -4.708], [7.129, -1.677, -1.488], [-1.217, 1.322, 0.958], [9.684, -2.572, -4.630], [6.304, -5.037, -3.014], [-1.489, 1.418, 2.683], [0.712, -1.515, 3.509], [-10.711, 5.212, 0.697], [-0.037, -0.865, 1.238], [-5.612, -3.087, 1.368], [-8.983, -3.271, 2.398], [-1.038, -1.648, 3.406], [8.129, -4.592, -1.507], [-0.300, -0.274, 4.241], [-5.395, -1.467, 1.933]],
  "forces_ev_per_a": [[5.1, -1.3, -1.2], [0.6, -0.1, -1.1], [2.7, -2.9, 2.5], [-0.1, -0.4, -0.2], [0.0, 0.0, 0.1], [-0.1, 0.0, -0.5], [-0.2, 0.2, 0.5], [-0.1, 0.4, 0.3], [-0.7, 0.1, 0.9], [0.2, -0.1, 0.0], [0.0, 0.0, 0.0], [-0.4, 0.2, 0.0], [0.0, -0.1, 0.0], [0.5, -0.1, 1.0], [0.0, -0.1, 0.1], [0.0, 0.0, 0.0], [0.1, -0.4, 0.1], [0.3, 0.1, 0.0], [-0.1, 0.1, 0.1], [-0.1, -0.1, -0.1], [-0.1, -0.1, 0.0], [-0.6, -0.6, 0.0], [0.0, 0.0, -0.1], [0.5, -0.1, 0.4], [0.6, -0.5, -0.3], [0.2, -0.3, -0.3], [-0.1, 0.1, -0.1], [0.0, -0.4, 0.2], [-0.1, 0.1, -0.3], [-0.7, 0.2, -0.3], [0.5, -0.2, -0.3], [0.4, 1.0, -0.5], [0.3, -0.3, 0.3], [0.5, -0.1, 0.2], [-0.1, 0.1, 0.1], [-1.0, 0.2, -1.0], [0.0, 0.2, 0.2], [-0.1, 0.1, 0.1], [-1.3, 1.0, -0.9], [0.3, -0.3, 0.2], [-0.9, 0.1, 0.1], [0.5, -0.1, 0.2], [0.3, 0.1, -0.2], [0.1, 0.1, 0.0], [0.3, -0.2, 0.1], [0.0, -0.1, 0.1], [-0.4, 0.0, 0.0], [-0.4, -0.1, 0.0], [-1.5, 2.1, -1.3], [-0.2, 0.1, -0.2], [0.0, 0.1, 0.1], [-0.1, 0.2, -0.1], [-0.1, 0.0, -0.3], [0.0, 0.0, 0.0], [0.0, 0.0, 0.0], [0.0, 0.0, 0.0], [-0.1, 0.0, 0.1], [-0.1, 0.2, 0.1], [0.1, 0.2, -0.1], [0.0, 0.0, 0.0], [0.1, 0.0, 0.0], [-0.1, 0.0, 0.1], [-0.2, 0.1, -0.1], [0.0, -0.1, 0.1], [0.0, 0.1, 0.0], [-0.1, 0.0, 0.0], [-4.4, 1.1, 1.0], [0.1, 0.5, 0.1], [-0.1, 0.1, -0.1], [0.0, 0.0, 0.0], [0.0, 0.0, 0.0], [0.0, 0.1, 0.0], [-0.1, 0.2, -0.3], [0.0, 0.0, 0.0], [0.0, -0.2, -0.1]],
  "spin_multiplicity": 1,
  "e_homo_ev": -8.07,
  "max_force_ev_per_a": 5.4,
  "molar_mass_g_mol": 868.88,
  "charge": 1
}



No. 2
{
  "formula": "C5H11P",
  "method": "ωB97M-V/def2-TZVPD",
  "elements": ["P", "C", "C", "C", "C", "C", "H", "H", "H", "H", "H", "H", "H", "H", "H", "H", "H"],
  "coordinates": [[-0.275, 0.891, -1.686], [-1.902, 1.085, 0.782], [-1.844, -0.418, 0.592], [0.545, -0.631, -2.109], [-0.827, 0.436, 0.000], [1.518, -0.212, 1.465], [-2.689, 1.651, 0.380], [1.294, 0.816, 1.243], [1.225, -1.058, -1.313], [-1.481, -0.887, 1.549], [-2.574, -0.948, -0.006], [0.870, -0.619, 2.249], [2.218, -0.830, 0.918], [0.948, 1.688, -1.305], [-0.100, -1.458, -2.442], [-1.668, 1.481, 1.657], [1.075, -0.515, -3.038]],
  "forces_ev_per_a": [[0.2, 0.7, 1.6], [-0.2, -1.9, -2.7], [0.5, -0.4, 1.7], [1.1, -2.1, -0.1], [0.6, 1.2, -1.4], [-1.2, 0.1, 0.4], [-0.8, 0.6, -1.3], [0.6, 0.2, -0.2], [-0.7, 0.6, -0.9], [-0.7, -0.1, -1.3], [0.0, 0.0, 0.1], [0.6, -0.2, -0.4], [-0.1, 0.2, 0.1], [-1.3, -0.8, -0.3], [-0.5, 0.4, 0.6], [1.2, 1.3, 4.2], [0.8, 0.4, -0.3]],
  "spin_multiplicity": 1,
  "e_homo_ev": [-8.51, -7.50],
  "e_above_lowest_kj_mol": 474.5,
  "max_force_ev_per_a": 4.5,
  "molar_mass_g_mol": 102.12
}



No. 3
{
  "formula": "C49H61N2O3P2SbSi3Ti",
  "method": "ωB97M-V/def2-TZVPD",
  "elements": ["Sb", "Ti", "P", "P", "Si", "Si", "Si", "O", "O", "O", "N", "N", "C", "C", "C", "C", "C", "C", "C", "C", "C", "C", "C", "C", "C", "C", "C", "C", "C", "C", "C", "C", "C", "C", "C", "C", "C", "C", "C", "C", "C", "C", "C", "C", "C", "C", "C", "C", "C", "C", "C", "C", "C", "C", "C", "C", "C", "C", "C", "C", "C", "H", "H", "H", "H", "H", "H", "H", "H", "H", "H", "H", "H", "H", "H", "H", "H", "H", "H", "H", "H", "H", "H", "H", "H", "H", "H", "H", "H", "H", "H", "H", "H", "H", "H", "H", "H", "H", "H", "H", "H", "H", "H", "H", "H", "H", "H", "H", "H", "H", "H", "H", "H", "H", "H", "H", "H", "H", "H", "H", "H", "H"],
  "coordinates": [[-1.875, 2.034, -0.860], [-0.725, 0.281, 1.101], [4.092, -2.904, 0.604], [1.530, -1.042, 0.095], [-0.898, 2.990, -3.045], [-4.005, 0.775, -1.574], [-2.739, 4.228, 0.191], [-1.968, -4.045, 1.038], [0.224, 1.622, 2.149], [-1.766, -1.327, 1.122], [-2.056, 0.839, 2.664], [-1.707, 2.015, 3.329], [-2.706, -3.336, 1.959], [0.187, 3.436, 3.722], [3.801, 0.466, 0.826], [-3.330, -1.212, 2.916], [4.261, -7.297, 2.061], [4.107, -3.125, -1.216], [4.555, 1.633, 0.821], [5.169, -6.806, 1.131], [0.123, 5.270, 5.280], [-3.005, 0.164, 3.216], [-3.534, 5.278, -1.137], [3.264, -6.468, 2.547], [1.085, -1.601, -1.574], [5.076, -5.496, 0.692], [1.723, -1.219, -2.749], [-0.839, -4.699, 1.610], [3.165, -5.154, 2.102], [-4.044, 3.820, 1.463], [-2.587, -1.942, 1.968], [-2.319, 3.467, -4.161], [4.294, -3.397, -3.982], [3.121, 2.564, -0.863], [0.172, -2.545, -4.030], [-4.384, -3.247, 3.686], [-5.162, 1.817, -2.605], [1.259, -1.684, -3.972], [-0.459, -2.939, -2.858], [1.511, 3.733, 3.425], [1.451, 5.564, 4.981], [4.065, -4.653, 1.163], [3.384, -4.120, -1.876], [-0.015, -2.460, -1.635], [2.305, -2.470, 0.933], [4.919, -2.270, -1.955], [-3.605, -3.974, 2.791], [-4.229, -1.878, 3.757], [4.226, 2.678, -0.028], [2.140, 4.793, 4.057], [3.475, -4.253, -3.251], [5.013, -2.404, -3.336], [-0.508, 4.209, 4.654], [-3.401, -0.714, -2.520], [0.119, 4.487, -2.552], [-4.875, 0.245, -0.012], [-0.485, 2.319, 3.032], [2.362, 1.406, -0.853], [0.149, 1.778, -4.006], [2.713, 0.331, -0.031], [-1.281, 5.154, 0.902], [-4.241, -1.367, -2.774], [2.598, -0.584, -2.719], [-3.509, 0.627, 4.064], [-2.824, 5.627, -1.888], [2.915, -5.029, -3.756], [-0.488, 5.394, -2.516], [5.493, -1.505, -1.443], [2.849, 3.382, -1.518], [0.595, 4.360, -1.578], [-6.048, 1.213, -2.821], [-4.352, 4.762, -1.641], [-0.150, -3.970, 2.049], [1.650, -3.304, 0.665], [-1.637, 5.862, 1.655], [-4.726, 2.121, -3.557], [-0.415, 5.869, 6.002], [4.373, -3.511, -5.056], [-5.496, 2.711, -2.077], [-5.795, -0.283, -0.279], [-0.392, 0.857, -4.232], [1.945, 6.392, 5.472], [4.822, 3.581, -0.035], [2.558, -6.841, 3.279], [-4.204, 4.703, 2.089], [5.407, 1.719, 1.483], [1.477, 1.338, -1.473], [2.201, -2.309, 2.008], [-4.787, -1.302, 4.486], [-1.141, -5.405, 2.387], [1.767, -1.381, -4.878], [0.907, 4.648, -3.294], [-4.256, -0.443, 0.565], [-0.777, 5.727, 0.120], [2.380, -4.527, 2.505], [-0.542, 4.511, 1.377], [5.658, -1.743, -3.900], [-3.692, -5.051, 2.718], [-1.538, 3.967, 4.876], [-4.993, 3.587, 0.974], [-1.311, -3.606, -2.892], [0.389, 2.270, -4.955], [-3.114, 4.011, -3.653], [2.762, -4.803, -1.308], [-0.554, -2.735, -0.733], [-5.147, 1.089, 0.625], [-2.750, 2.579, -4.630], [-5.088, -3.755, 4.330], [-2.693, -1.291, -1.921], [-0.340, -5.241, 0.809], [3.173, 5.022, 3.826], [2.039, 3.132, 2.695], [5.789, -5.125, -0.035], [-1.930, 4.104, -4.962], [1.091, 1.518, -3.527], [-0.182, -2.909, -4.986], [5.954, -7.446, 0.749], [-3.956, 6.164, -0.648], [-2.904, -0.430, -3.450], [-3.768, 2.998, 2.120], [4.078, -0.340, 1.491], [4.335, -8.320, 2.407]],
  "forces_ev_per_a": [[0.0, -0.1, -0.1], [0.1, -0.7, 0.3], [-0.1, -0.1, 0.0], [-0.4, 0.7, 0.1], [0.0, 0.0, 0.0], [0.0, 0.0, 0.0], [0.0, 0.0, 0.0], [0.0, 0.0, 0.1], [-0.4, -0.4, -0.3], [0.8, 0.7, 0.1], [-0.2, -0.2, -0.1], [0.1, 0.1, 0.1], [-0.1, 0.0, -0.5], [-0.1, 0.1, -0.1], [0.0, 0.0, 0.0], [0.2, -0.1, 0.0], [0.0, 0.0, 0.0], [0.0, 0.0, 0.1], [0.0, 0.0, 0.0], [0.0, 0.0, 0.0], [0.0, 0.0, -0.1], [0.0, 0.2, 0.1], [0.0, 0.0, 0.0], [0.0, 0.0, 0.0], [0.0, -0.1, 0.0], [0.0, 0.0, 0.0], [0.0, -0.1, 0.0], [0.0, 0.0, 0.0], [0.1, 0.0, 0.0], [0.0, 0.0, 0.0], [-0.1, 0.1, 0.2], [0.0, 0.0, 0.0], [0.0, 0.0, 0.0], [0.0, 0.0, 0.0], [0.0, 0.0, 0.0], [0.0, 0.0, 0.0], [0.0, 0.0, 0.0], [0.0, 0.0, 0.0], [0.0, 0.0, 0.0], [0.1, 0.0, -0.1], [-0.1, 0.0, 0.0], [0.0, 0.0, 0.0], [0.0, 0.0, 0.0], [-0.1, 0.0, -0.1], [0.0, 0.0, -0.1], [0.0, 0.0, 0.0], [0.0, 0.0, 0.0], [-0.1, 0.0, 0.0], [0.0, 0.0, 0.0], [0.1, 0.1, 0.0], [0.0, 0.0, 0.0], [0.0, 0.0, 0.0], [0.0, 0.0, 0.0], [0.0, 0.0, 0.0], [0.0, 0.0, 0.0], [0.0, 0.0, 0.0], [0.0, -0.2, 0.1], [0.1, 0.0, 0.1], [0.0, 0.0, 0.0], [-0.1, 0.1, 0.0], [0.0, 0.0, 0.0], [0.0, 0.0, 0.0], [0.0, 0.0, 0.0], [0.0, 0.0, 0.0], [0.0, 0.0, 0.0], [0.0, 0.0, 0.0], [0.0, 0.0, 0.0], [0.0, 0.0, 0.0], [0.0, 0.0, 0.0], [0.0, 0.0, 0.0], [0.0, 0.0, 0.0], [0.0, 0.0, 0.0], [0.0, 0.0, 0.0], [0.0, 0.0, 0.0], [0.0, 0.0, 0.0], [0.0, 0.0, 0.0], [0.0, 0.0, 0.0], [0.0, 0.0, 0.0], [0.0, 0.0, 0.0], [0.0, 0.0, 0.0], [0.0, 0.0, 0.0], [0.0, 0.0, 0.0], [0.0, 0.0, 0.0], [0.0, 0.0, 0.0], [0.0, 0.0, 0.0], [0.0, 0.0, 0.0], [0.0, 0.0, -0.1], [0.0, 0.0, 0.0], [0.0, 0.0, 0.0], [0.0, 0.0, 0.0], [0.0, 0.0, 0.0], [0.0, 0.0, 0.0], [0.0, 0.0, 0.0], [0.0, 0.0, 0.0], [0.0, 0.0, 0.0], [0.0, 0.0, 0.0], [0.0, 0.0, 0.0], [0.0, 0.0, 0.0], [0.0, 0.0, 0.0], [0.0, 0.0, 0.0], [0.0, 0.0, 0.0], [0.0, 0.0, 0.0], [0.0, 0.0, 0.0], [0.0, 0.0, 0.0], [0.0, 0.0, 0.0], [0.0, 0.0, 0.0], [0.0, 0.0, 0.0], [0.0, 0.0, 0.0], [0.0, 0.0, 0.0], [0.0, 0.0, 0.0], [0.0, 0.0, 0.0], [0.0, 0.0, 0.0], [0.0, 0.0, 0.0], [0.0, 0.0, 0.0], [0.0, 0.0, 0.0], [0.0, 0.0, 0.0], [0.0, 0.0, 0.0], [0.0, 0.0, 0.0], [0.0, 0.0, 0.0], [0.0, 0.0, 0.0], [0.0, 0.0, 0.0], [0.0, 0.0, 0.0]],
  "spin_multiplicity": 2,
  "e_homo_ev": [-10.20, -10.30],
  "e_above_lowest_kj_mol": 48.8,
  "max_force_ev_per_a": 1.1,
  "molar_mass_g_mol": 1041.87,
  "charge": 1
}



Copy entry 2 word for word.
{
  "formula": "C5H11P",
  "method": "ωB97M-V/def2-TZVPD",
  "elements": ["P", "C", "C", "C", "C", "C", "H", "H", "H", "H", "H", "H", "H", "H", "H", "H", "H"],
  "coordinates": [[-0.275, 0.891, -1.686], [-1.902, 1.085, 0.782], [-1.844, -0.418, 0.592], [0.545, -0.631, -2.109], [-0.827, 0.436, 0.000], [1.518, -0.212, 1.465], [-2.689, 1.651, 0.380], [1.294, 0.816, 1.243], [1.225, -1.058, -1.313], [-1.481, -0.887, 1.549], [-2.574, -0.948, -0.006], [0.870, -0.619, 2.249], [2.218, -0.830, 0.918], [0.948, 1.688, -1.305], [-0.100, -1.458, -2.442], [-1.668, 1.481, 1.657], [1.075, -0.515, -3.038]],
  "forces_ev_per_a": [[0.2, 0.7, 1.6], [-0.2, -1.9, -2.7], [0.5, -0.4, 1.7], [1.1, -2.1, -0.1], [0.6, 1.2, -1.4], [-1.2, 0.1, 0.4], [-0.8, 0.6, -1.3], [0.6, 0.2, -0.2], [-0.7, 0.6, -0.9], [-0.7, -0.1, -1.3], [0.0, 0.0, 0.1], [0.6, -0.2, -0.4], [-0.1, 0.2, 0.1], [-1.3, -0.8, -0.3], [-0.5, 0.4, 0.6], [1.2, 1.3, 4.2], [0.8, 0.4, -0.3]],
  "spin_multiplicity": 1,
  "e_homo_ev": [-8.51, -7.50],
  "e_above_lowest_kj_mol": 474.5,
  "max_force_ev_per_a": 4.5,
  "molar_mass_g_mol": 102.12
}